Arrangement 1

This record from OMol25 describes a 2-piece molecular cluster, CH8N5O overall. The level of theory is ωB97M-V/def2-TZVPD.

The LUMO energy (spin up / spin down) comes out at -0.1558 / -0.1752 Eh. The highest occupied orbital energy (spin up / spin down) is -12.88 / -13.05 eV. As for the HOMO-LUMO gap (spin up / spin down): 0.3177 / 0.3045 hartree.

Geometry as ORCA input:
```
! wB97M-V def2-TZVPD RIJCOSX def2/J DEFGRID3
* xyz 1 1
O -1.155 -1.269 0.908
H -0.586 -1.277 -1.092
N -0.212 -0.807 1.647
H 1.739 2.075 0.593
N -2.050 0.125 -1.433
C 1.254 0.324 -0.290
H 1.629 -0.707 -0.660
H 0.700 -1.164 1.525
H -2.333 1.093 -1.167
N 2.130 1.125 0.155
H -0.405 0.018 2.235
H 3.044 0.793 0.307
H -2.853 -0.560 -1.394
N -0.001 0.612 -0.520
N -0.899 -0.381 -0.814
*
```

Arrangement 2

This record from OMol25 describes an isolated ion of composition CH8N5O and charge +1. The level of theory is ωB97M-V/def2-TZVPD.

As for the structure (SMILES): N/C=N/[N@H+](N)ON. The LUMO energy comes out at -0.1431 Eh. The highest occupied orbital energy is -13.53 eV. As for the HOMO-LUMO gap: 0.3540 hartree.

Geometry as ORCA input:
```
! wB97M-V def2-TZVPD RIJCOSX def2/J DEFGRID3
* xyz 1 1
H -1.923 -2.242 0.292
H 0.655 0.582 -1.776
H -1.183 0.941 2.613
N -2.259 -1.345 -0.048
H -1.021 1.454 0.135
N -0.644 0.496 0.612
O -1.254 -0.597 -0.469
H 3.441 0.009 -0.760
H -0.120 -0.417 2.238
H 3.141 0.612 -2.093
N -0.788 0.300 1.909
N 2.637 0.172 -1.356
N 1.078 0.508 0.200
C 1.386 0.557 -1.020
H -3.146 -1.029 -0.477
*
```

Arrangement 3

This record from OMol25 describes a 2-piece molecular cluster, CH8N5O overall. The level of theory is ωB97M-V/def2-TZVPD.

The LUMO energy comes out at -0.1226 Eh. The highest occupied orbital energy is -13.00 eV. As for the HOMO-LUMO gap: 0.3551 hartree.

Geometry as ORCA input:
```
! wB97M-V def2-TZVPD RIJCOSX def2/J DEFGRID3
* xyz 1 1
O 2.580 -0.754 0.341
H 1.265 1.252 -0.467
N 0.697 0.583 0.224
N -1.816 0.386 -0.247
H -4.822 0.197 0.320
H -4.510 -1.164 -0.517
H -0.732 0.675 -0.124
N 1.226 -0.648 -0.167
H 4.027 0.482 0.468
C -2.829 -0.078 -0.037
N 3.442 0.201 -0.337
H 0.829 -1.355 0.422
H 1.068 0.913 1.192
N -4.054 -0.494 0.131
H 3.628 -0.197 -1.201
*
```

Of them, the most stable is arrangement 3 and the least stable is arrangement 2.

Arrangement 1

This record from OMol25 describes a 2-piece molecular cluster, C2H10NS2 overall. The level of theory is ωB97M-V/def2-TZVPD.

The LUMO energy comes out at -0.1418 Eh. The highest occupied orbital energy is -11.98 eV. As for the HOMO-LUMO gap: 0.2984 hartree.

Geometry as ORCA input:
```
! wB97M-V def2-TZVPD RIJCOSX def2/J DEFGRID3
* xyz 1 1
C 0.274 -3.345 0.667
H -1.983 -0.272 -0.508
H 1.279 -3.416 1.111
C 0.237 2.838 0.115
H 1.327 1.270 -0.456
H -0.455 -3.853 1.311
H -0.758 3.320 -0.092
H 0.367 2.697 1.189
S -1.757 -1.597 -0.535
H 0.113 1.634 -1.676
N 0.383 1.548 -0.691
H 0.238 -3.606 -0.405
H -0.383 0.885 -0.457
H 1.084 3.419 -0.239
S 0.035 -1.522 0.666
*
```

Arrangement 2

This record from OMol25 describes a 2-piece molecular cluster, C2H10NS2 overall. The level of theory is ωB97M-V/def2-TZVPD.

The LUMO energy comes out at -0.1498 Eh. The highest occupied orbital energy is -13.56 eV. As for the HOMO-LUMO gap: 0.3486 hartree.

Geometry as ORCA input:
```
! wB97M-V def2-TZVPD RIJCOSX def2/J DEFGRID3
* xyz 1 1
H -1.329 -2.060 0.984
S -0.040 0.388 -1.739
N 0.139 -0.510 1.159
C -0.411 -1.951 1.417
S 2.098 0.241 -1.190
H 1.010 -0.439 1.633
C -0.771 1.944 -1.271
H 0.156 -2.622 0.810
H -0.403 -2.061 2.506
H -1.431 2.241 -2.091
H -0.518 0.084 1.488
H 0.313 -0.239 0.108
H 2.452 0.361 -2.377
H -1.338 1.991 -0.265
H 0.072 2.632 -1.173
*
```

Of them, the most stable is arrangement 1 and the least stable is arrangement 2.

Arrangement 1

This record from OMol25 describes one molecule with the formula C5H9FN2. The level of theory is ωB97M-V/def2-TZVPD.

As for the structure (SMILES): CC1=NN(C)C[C@H]1F. The LUMO energy comes out at 0.0389 Eh. The highest occupied orbital energy is -8.05 eV. As for the HOMO-LUMO gap: 0.3348 hartree.

Geometry as ORCA input:
```
! wB97M-V def2-TZVPD RIJCOSX def2/J DEFGRID3
* xyz 0 1
N 1.352 -0.018 -0.374
H -2.208 1.960 -0.783
C -0.636 0.701 -0.109
H -1.440 2.610 0.456
H 0.923 -2.158 -0.740
H -2.436 1.184 1.025
H -1.140 -0.916 -1.368
N 0.620 1.047 -0.276
H 0.768 -1.463 1.036
C 0.600 -1.388 -0.025
F -1.874 -1.288 0.317
H 2.954 1.291 0.203
C -0.783 -0.745 -0.298
H 3.413 -0.361 -0.166
H 2.422 0.095 1.476
C -1.789 1.503 0.137
C 2.576 0.287 0.387
*
```

Arrangement 2

This record from OMol25 describes one molecule with the formula C5H9FN2. The level of theory is ωB97M-V/def2-TZVPD.

As for the structure (SMILES): C/N=C1/C[C@H](F)CN1. The LUMO energy comes out at 0.0321 Eh. The highest occupied orbital energy is -8.83 eV. As for the HOMO-LUMO gap: 0.3565 hartree.

Geometry as ORCA input:
```
! wB97M-V def2-TZVPD RIJCOSX def2/J DEFGRID3
* xyz 0 1
C 1.134 1.269 -0.257
H 1.494 1.764 0.635
N -0.271 1.070 -0.125
H -2.549 0.572 1.375
C 1.731 -0.170 -0.265
F 2.026 -0.502 1.056
H -0.913 1.793 0.217
C -2.819 0.116 0.383
H 2.669 -0.281 -0.798
H 0.575 -2.004 -0.129
C 0.555 -0.997 -0.699
H -3.723 -0.473 0.485
H -2.998 0.893 -0.385
H 0.581 -1.182 -1.739
N -1.785 -0.800 -0.095
H 1.367 1.828 -1.215
C -0.658 -0.266 -0.230
*
```

Of them, the most stable is arrangement 2 and the least stable is arrangement 1.

Arrangement 1

This record from OMol25 describes C5H7NO2 as an isolated structure. The level of theory is ωB97M-V/def2-TZVPD.

The LUMO energy comes out at 0.0244 Eh. The highest occupied orbital energy is -8.61 eV. As for the HOMO-LUMO gap: 0.3407 hartree.

Geometry as ORCA input:
```
! wB97M-V def2-TZVPD RIJCOSX def2/J DEFGRID3
* xyz 0 1
C -1.527 -0.105 -0.186
H -0.726 1.482 -1.630
O 0.504 -1.469 -0.018
O 0.548 1.297 -0.022
H 2.546 1.228 0.582
H -1.923 1.058 1.693
C 1.610 0.668 0.303
H -2.518 -0.042 -0.473
C -0.433 0.704 -0.880
H 2.813 -1.295 0.191
H -0.545 -1.217 -1.874
C 1.770 -0.672 0.252
C -0.396 -0.793 -0.933
H -0.280 -0.609 1.678
N -1.444 -0.234 1.317
*
```

Arrangement 2

This record from OMol25 describes C5H7NO2 as an isolated structure. The level of theory is ωB97M-V/def2-TZVPD.

The LUMO energy comes out at 0.0044 Eh. The highest occupied orbital energy is -7.75 eV. As for the HOMO-LUMO gap: 0.2893 hartree.

Geometry as ORCA input:
```
! wB97M-V def2-TZVPD RIJCOSX def2/J DEFGRID3
* xyz 0 1
H 2.309 -1.220 -2.323
O -0.991 -1.178 1.042
C -0.011 0.539 -0.418
O -0.694 1.654 0.163
H 1.802 1.658 -1.568
C -1.216 1.479 1.485
H -2.139 0.860 1.362
C 1.387 -0.645 -1.761
H -0.024 -2.595 -1.265
H -0.287 -2.057 1.571
C 0.957 0.679 -1.603
H -1.098 2.583 1.999
H -0.497 0.580 2.148
N 0.662 -1.578 -0.871
C -0.159 -0.760 0.039
*
```

Of them, the most stable is arrangement 1 and the least stable is arrangement 2.

Arrangement 1

This record from OMol25 describes C5H7NO2 as an isolated structure. The level of theory is ωB97M-V/def2-TZVPD.

The LUMO energy (spin up / spin down) comes out at -0.0324 / -0.0324 Eh. The highest occupied orbital energy (spin up / spin down) is -8.05 / -8.05 eV. As for the HOMO-LUMO gap (spin up / spin down): 0.2633 / 0.2633 hartree.

Geometry as ORCA input:
```
! wB97M-V def2-TZVPD RIJCOSX def2/J DEFGRID3
* xyz 0 1
H 2.149 1.985 1.647
H -2.532 -0.271 0.766
C -1.958 -0.483 -1.297
H -2.356 -1.488 -1.387
H -2.057 1.301 -0.077
N 0.260 0.427 -0.209
C -0.153 -0.701 -0.694
H -1.832 0.043 -2.234
C 2.303 -0.327 0.897
O 0.242 -1.798 -0.955
C -2.212 0.235 -0.137
H 3.107 -0.086 1.576
H 2.279 -1.305 0.452
C 1.363 0.588 0.599
O 1.397 1.880 1.053
*
```

Arrangement 2

This record from OMol25 describes one molecule with the formula C5H7NO2. The level of theory is ωB97M-V/def2-TZVPD.

The LUMO energy comes out at 0.0257 Eh. The highest occupied orbital energy is -8.73 eV. As for the HOMO-LUMO gap: 0.3466 hartree.

Geometry as ORCA input:
```
! wB97M-V def2-TZVPD RIJCOSX def2/J DEFGRID3
* xyz 0 1
N 1.414 1.154 -0.014
C 0.225 1.486 0.026
O 2.036 0.008 0.514
C 1.208 -1.266 -0.092
H 1.457 -1.457 -1.231
O -0.360 -0.413 1.323
H -2.259 -1.002 0.047
H -1.727 0.026 -1.344
C -0.155 -0.814 -0.099
C -1.550 -0.346 -0.334
H 1.680 -1.929 0.832
H 0.342 -0.125 -0.841
H -1.468 1.474 1.223
H 0.076 2.527 -0.641
C -0.919 0.677 0.632
*
```

Arrangement 3

This record from OMol25 describes one molecule with the formula C5H7NO2. The level of theory is ωB97M-V/def2-TZVPD.

As for the structure (SMILES): C#CN(C)C(=O)CO. The LUMO energy comes out at 0.0241 Eh. The highest occupied orbital energy is -9.42 eV. As for the HOMO-LUMO gap: 0.3702 hartree.

Geometry as ORCA input:
```
! wB97M-V def2-TZVPD RIJCOSX def2/J DEFGRID3
* xyz 0 1
O -0.656 1.916 0.579
O -2.929 0.705 -0.301
H -1.767 -0.780 -1.023
C -0.473 0.759 0.351
H -2.717 1.536 0.157
H 0.761 -1.820 -0.941
H -0.049 -1.975 0.632
C -1.922 -0.196 -0.115
H -2.065 -0.843 0.755
C 1.965 0.794 0.072
C 3.029 1.250 -0.274
H 1.665 -1.650 0.573
H 3.923 1.742 -0.548
C 0.721 -1.435 0.077
N 0.513 -0.003 0.005
*
```

Of them, the most stable is arrangement 1 and the least stable is arrangement 2.